C4H8O2 | ωB97M-V/def2-TZVPD

Geometry (Å):
C1 0.841 -0.225 -0.820
H1 -1.041 -1.697 0.905
O1 1.687 -0.822 0.109
C2 -1.237 -0.642 0.689
H2 1.176 -0.567 -1.805
H3 1.007 1.626 1.260
H4 -0.761 -0.036 1.468
H5 -2.316 -0.470 0.735
H6 1.573 -0.393 0.966
O2 -0.712 1.119 -0.969
H7 1.107 1.967 0.580
C3 -0.695 -0.316 -0.678
H8 -1.233 -0.846 -1.470
C4 0.602 1.302 -0.968

Calculated values
DFT total energy in Eh: -307.51606
HOMO-LUMO gap in eV: 9.32
Total charge: 0
Relative energy (zero: lowest compared OMol25 entry of this formula, charge and spin) in kJ/mol: 515.58

H44O22 | ωB97M-V/def2-TZVPD

Geometry (Å):
H1 14.741 11.129 13.116
O1 8.600 10.420 10.052
H2 13.033 11.085 6.824
H3 11.625 10.454 6.633
H4 5.813 8.101 12.161
O2 9.257 13.066 7.474
H5 13.395 15.122 13.193
H6 12.446 11.081 13.566
H7 11.512 13.941 12.289
H8 11.022 14.055 8.209
H9 9.488 8.200 13.212
H10 9.658 10.179 6.902
O3 6.543 8.556 12.613
O4 11.713 14.200 8.846
O5 14.391 12.095 5.901
O6 8.942 7.620 12.716
O7 12.233 10.885 7.253
H11 15.217 11.447 9.440
H12 6.421 10.012 13.436
H13 8.752 13.331 6.670
O8 9.942 9.715 6.079
O9 15.488 10.654 8.941
H14 10.688 6.177 9.582
H15 12.136 9.847 10.961
H16 12.409 13.288 5.299
H17 12.600 12.393 12.725
O10 11.427 11.230 9.919
H18 9.930 10.445 5.433
O11 13.119 11.795 13.338
H19 8.491 13.201 8.121
O12 10.483 9.939 13.424
O13 10.523 6.887 10.194
H20 9.132 12.270 3.430
H21 14.763 12.333 6.792
H22 13.471 9.121 11.372
H23 15.964 10.171 13.369
H24 16.092 10.275 9.548
O14 11.613 13.107 5.841
H25 12.066 12.743 6.588
H26 11.337 7.391 10.351
H27 14.838 13.638 8.516
O15 12.928 15.097 12.369
O16 15.730 10.975 12.898
H28 13.284 13.554 8.724
O17 6.691 10.864 13.942
H29 10.814 9.703 12.537
H30 11.764 11.999 10.367
H31 11.857 10.991 9.013
H32 8.895 9.463 9.941
H33 14.947 11.521 5.435
H34 8.011 11.607 13.048
H35 7.353 8.040 12.646
O18 9.251 12.190 4.351
H36 9.766 10.519 13.159
H37 10.166 12.495 4.523
H38 8.416 11.124 11.595
O19 12.510 9.044 11.323
O20 14.130 13.022 8.614
H39 5.861 11.333 13.927
H40 11.273 13.930 9.660
H41 10.295 12.800 12.070
O21 11.050 13.275 11.658
H42 9.472 10.845 9.878
O22 8.718 11.681 12.356
H43 12.833 15.874 11.798
H44 9.440 7.324 11.942

Calculated values
DFT total energy in Eh: -1681.74293
HOMO-LUMO gap in eV: 10.83
Total charge: 0
Relative energy (zero: lowest compared OMol25 entry of this formula, charge and spin) in kJ/mol: 115.04

C5H15N3 | ωB97M-V/def2-TZVPD

Geometry (Å):
H1 -0.021 -1.427 1.809
H2 2.908 -0.057 -0.401
C1 2.309 0.246 0.448
C2 0.990 -1.610 -0.480
N1 0.869 -0.312 0.342
H3 1.356 0.534 -1.973
C3 -3.678 0.379 -0.406
H4 1.914 -1.906 -0.840
N2 -2.611 0.871 0.001
H5 -0.775 0.125 1.688
H6 -2.865 1.800 0.463
H7 0.324 1.830 -2.201
C4 0.255 -0.395 1.625
H8 2.295 1.346 0.388
H9 2.812 -0.083 1.349
C5 0.165 0.642 -0.492
H10 0.831 -2.431 0.154
N3 0.521 1.026 -1.656
H11 1.049 -0.019 2.368
H12 -4.739 0.665 -0.327
H13 0.273 -1.630 -1.277
H14 -0.499 1.148 0.099
H15 -3.684 -0.742 -0.680

Calculated values
DFT total energy in Eh: -362.98801
HOMO-LUMO gap in eV: 7.59
Total charge: +2
Relative energy (zero: lowest compared OMol25 entry of this formula, charge and spin) in kJ/mol: 593.65